# C5H2ClN

C5H2ClN in the gas phase (wB97M-V/def2-TZVPD, the Open Molecules 2025 dataset).

```
9
Properties=species:S:1:pos:R:3:forces:R:3:mulliken_charge:R:1
N 4.000 -0.706 -0.062 -3.059 1.738 0.122 -0.42
C 2.939 -0.186 -0.050 0.827 -1.007 -0.360 -0.18
C 1.579 0.276 -0.101 1.476 -0.525 0.437 0.46
C 0.401 0.540 -0.018 0.881 0.353 -0.213 0.45
C -1.015 0.674 -0.014 -0.711 1.094 0.952 -0.67
C -1.668 -0.477 0.108 -1.819 2.372 -0.922 -0.17
Cl -3.397 -0.373 -0.099 0.300 -0.650 0.415 -0.17
H -1.635 1.650 0.060 1.633 -1.598 -0.536 0.27
H -1.203 -1.399 0.177 0.473 -1.777 0.103 0.43
```
Positions in Å, forces in eV/Å.

Its multiplicity is 1. For the HOMO-LUMO gap, the calculation gives 9.3 eV. As for the highest occupied orbital energy: -0.3596 Ha.

# C14H27NSi

C14H27NSi in the gas phase (wB97M-V/def2-TZVPD, the Open Molecules 2025 dataset).

```
43
Properties=species:S:1:pos:R:3:forces:R:3:mulliken_charge:R:1
C -2.904 3.033 -2.227 -0.880 -0.834 0.475 -1.22
C -1.566 2.560 -1.695 1.177 0.433 0.561 -0.59
Si -1.303 0.887 -0.847 -2.256 -0.021 -0.998 0.05
C -0.176 0.990 0.523 1.301 0.161 0.922 -0.46
C 0.605 1.001 1.449 -1.630 0.569 -1.802 1.11
C 1.585 0.980 2.462 1.657 -1.886 1.390 -1.24
N 2.650 -0.058 2.202 -0.165 0.444 0.316 0.05
C 2.169 -1.463 2.436 0.663 0.983 -0.848 -1.16
C 1.549 -2.018 1.156 -0.378 -0.480 0.025 0.42
C 2.526 -2.047 -0.012 0.750 0.997 0.364 -0.79
C 3.016 -0.587 -0.296 0.319 -0.217 -0.263 -0.02
C 3.526 0.146 0.969 -1.756 -0.239 0.937 -0.92
C -0.872 -0.403 -2.182 0.157 0.168 0.441 -0.50
C -1.165 -1.879 -1.824 0.465 0.441 -0.985 -0.98
C -2.986 0.464 -0.107 0.018 -0.186 0.114 -0.51
C -2.996 -0.069 1.319 -0.226 -0.656 0.288 -1.24
H -3.635 3.123 -1.394 0.359 0.015 -0.536 0.28
H -3.328 2.321 -2.942 -0.042 0.067 0.030 0.28
H -2.854 3.995 -2.720 0.173 0.232 -0.080 0.39
H -1.202 3.343 -1.000 0.109 -0.378 -0.273 0.37
H -0.824 2.478 -2.489 0.135 0.491 -0.367 0.36
H 2.039 1.946 2.632 0.241 0.326 -0.177 0.36
H 1.107 0.703 3.427 0.319 0.143 -0.440 0.32
H 3.058 -2.060 2.722 -0.417 0.147 -0.022 0.35
H 1.436 -1.480 3.265 0.485 0.150 -0.345 0.37
H 1.134 -3.008 1.340 0.060 -0.285 0.062 0.43
H 0.696 -1.393 0.888 0.043 -0.029 0.012 -0.42
H 3.395 -2.697 0.222 -0.343 0.341 -0.024 0.34
H 2.073 -2.454 -0.911 -0.161 -0.059 -0.121 0.39
H 2.252 0.004 -0.820 -0.189 -0.235 0.501 -0.13
H 3.828 -0.610 -1.031 0.142 -0.118 0.156 0.42
H 4.512 -0.218 1.250 0.165 -0.056 -0.065 0.34
H 3.582 1.240 0.804 0.059 -0.583 0.045 0.37
H -1.421 -0.084 -3.076 -0.062 -0.090 0.062 0.40
H 0.188 -0.265 -2.429 -0.038 -0.150 -0.069 0.39
H -2.178 -2.017 -1.475 -0.287 -0.096 0.024 0.30
H -0.975 -2.547 -2.687 -0.257 0.323 0.340 0.36
H -0.491 -2.196 -1.053 0.307 -0.240 0.602 0.09
H -3.626 1.355 -0.175 0.122 -0.217 0.008 0.30
H -3.416 -0.290 -0.762 -0.324 -0.028 -0.194 0.39
H -4.018 -0.255 1.678 0.118 0.440 0.061 0.39
H -2.452 0.591 1.995 -0.210 0.008 0.116 0.29
H -2.538 -1.063 1.415 0.278 0.206 -0.244 0.27
```
Positions in Å, forces in eV/Å.

Its multiplicity is 1. For the HOMO-LUMO gap, the calculation gives 9.1 eV. As for the highest occupied orbital energy: -0.3014 Ha.

# C6H7N3O2S

C6H7N3O2S in the gas phase (wB97M-V/def2-TZVPD, the Open Molecules 2025 dataset).

```
19
Properties=species:S:1:pos:R:3:forces:R:3:mulliken_charge:R:1
C -1.678 1.354 0.339 0.274 -0.808 0.956 -0.82
C -1.577 0.025 0.591 0.066 1.813 -0.504 0.04
C -1.035 -0.555 1.878 1.325 2.165 -1.358 -0.60
S 0.504 -1.564 1.609 -0.198 -0.682 0.852 -0.13
C 1.508 -1.080 0.183 -0.475 -0.857 -1.339 0.22
N 2.309 0.153 0.450 -0.402 -1.603 1.550 -0.20
N 2.086 1.198 -0.122 0.015 0.686 -1.807 -0.18
C 1.251 1.141 -1.323 -1.707 3.139 -1.625 0.53
O 0.952 2.131 -1.970 1.230 0.051 1.484 -0.55
N 0.702 0.011 -1.805 -0.757 -1.465 -0.393 0.00
C 0.681 -1.160 -1.157 1.551 0.334 2.338 0.09
O 0.076 -2.101 -1.546 -0.676 -1.387 -0.273 -0.54
H -1.363 2.098 1.087 -0.099 -0.459 -0.236 0.22
H -2.090 1.803 -0.562 0.075 -0.467 -0.027 0.30
H -1.871 -0.664 -0.199 -0.074 -0.141 0.269 0.29
H -1.806 -1.159 2.282 -0.245 -1.113 0.633 0.41
H -0.767 0.259 2.590 -0.352 -0.582 -0.505 0.33
H 2.196 -1.957 0.140 -0.247 0.779 0.226 0.31
H -0.077 0.068 -2.464 0.695 0.597 -0.241 0.28
```
Positions in Å, forces in eV/Å.

Its multiplicity is 1. For the HOMO-LUMO gap, the calculation gives 8.6 eV. As for the highest occupied orbital energy: -0.3499 Ha.

# CH5IN2

2 unconnected molecules or ions with the total composition CH5IN2 (wB97M-V/def2-TZVPD, the Open Molecules 2025 dataset).

```
9
Properties=species:S:1:pos:R:3:forces:R:3:mulliken_charge:R:1
C 0.146 -0.581 0.986 -2.027 1.650 0.646 -0.67
N 0.386 0.309 -1.445 -1.000 0.326 2.795 -0.49
N -0.703 0.253 0.204 0.193 -0.832 -5.573 -0.43
I -0.836 2.194 0.589 0.191 0.653 0.466 0.17
H -0.506 -0.764 1.822 0.261 -0.188 1.132 0.31
H 0.269 -1.494 0.507 0.649 -1.560 -1.007 0.30
H 0.966 0.017 1.170 2.552 0.158 1.094 0.34
H 0.501 -0.677 -1.691 -0.510 0.064 0.142 0.22
H -0.223 0.743 -2.141 -0.309 -0.270 0.307 0.25
```
Positions in Å, forces in eV/Å.

Its multiplicity is 1. For the HOMO-LUMO gap, the calculation gives 8.7 eV. As for the highest occupied orbital energy: -0.3233 Ha.

# C5H23N2O6

6 unconnected molecules or ions with the total composition C5H23N2O6 (wB97M-V/def2-TZVPD, the Open Molecules 2025 dataset).

```
36
Properties=species:S:1:pos:R:3:forces:R:3:mulliken_charge:R:1
N -0.754 -0.447 0.181 1.132 -2.349 0.019 0.03
C -1.110 0.596 1.159 -1.940 1.103 0.137 -0.02
C 0.090 1.371 1.751 -1.155 -1.048 0.499 0.56
C 0.985 1.920 0.662 1.106 -1.017 -1.015 -1.49
C 0.734 0.442 2.846 0.157 1.171 -0.685 -1.42
C -2.337 1.342 0.492 -0.807 0.166 0.634 0.09
N -2.572 2.652 0.721 1.224 1.364 0.035 -0.36
O -3.231 0.663 0.029 0.529 -0.841 -0.428 -0.61
H -0.225 -0.171 -0.645 0.132 0.666 0.031 0.17
H -1.579 -0.948 -0.216 0.200 0.630 0.694 0.46
H -0.149 -1.211 0.637 -1.246 0.674 -0.202 0.15
H -1.703 0.088 1.969 0.925 0.208 -0.568 0.31
H -0.302 2.245 2.296 -0.262 -0.384 -0.193 0.32
H 1.793 2.502 1.113 -0.306 0.367 -0.320 0.38
H 0.436 2.427 -0.150 0.064 0.507 0.725 0.37
H 1.530 1.159 0.047 -0.273 0.024 0.783 0.35
H 0.013 0.034 3.582 0.320 0.336 -0.605 0.36
H 1.296 -0.357 2.374 0.034 -0.297 0.062 0.34
H 1.448 1.088 3.356 0.127 -0.297 0.291 0.44
H -1.846 3.362 0.703 0.153 -0.563 0.398 0.21
H -3.442 3.060 0.416 -0.279 -0.574 -0.170 0.29
H -1.817 -0.394 -3.690 1.445 0.796 0.521 0.30
H -0.550 0.539 -3.915 -0.118 0.177 -0.476 0.30
O -1.008 0.010 -3.264 -1.348 -0.787 0.023 -0.64
H 0.452 -3.282 1.122 -0.644 -0.425 0.223 0.39
H -1.031 -3.444 1.542 0.161 -0.122 -0.110 0.30
O -0.268 -2.865 1.635 0.366 0.865 0.416 -0.65
H 3.934 0.326 -2.321 0.965 0.275 -0.322 0.31
H 3.319 1.793 -2.568 0.722 -0.073 -0.229 0.29
O 3.186 0.901 -2.252 -1.729 -0.311 0.561 -0.60
H 0.651 -3.014 -0.894 0.136 0.028 -1.526 0.40
H 0.493 -4.622 -1.108 0.124 0.010 -0.945 0.29
O 0.569 -3.885 -0.519 0.100 -0.361 1.677 -0.64
H 0.302 -0.989 -2.532 -0.647 0.022 -0.542 0.35
H 1.785 -1.244 -2.379 -0.763 -0.562 0.329 0.34
O 0.907 -1.650 -2.181 1.395 0.620 0.278 -0.70
```
Positions in Å, forces in eV/Å.

Its multiplicity is 1. For the HOMO-LUMO gap, the calculation gives 10.8 eV. Its net charge is +1. As for the highest occupied orbital energy: -0.4955 Ha.

# C11H11N3O5Pb

A molecular structure, C11H11N3O5Pb (wB97M-V/def2-TZVPD, the Open Molecules 2025 dataset).

```
31
Properties=species:S:1:pos:R:3:forces:R:3:mulliken_charge:R:1
Pb -1.831 -0.767 0.056 1.745 0.910 -1.254 1.33
C -2.171 -1.574 2.292 1.255 -2.170 5.621 0.24
O -1.785 -1.961 3.301 -1.505 1.382 -3.517 -0.06
C -3.980 -1.740 -1.051 -4.499 -2.232 -2.202 0.17
O -4.920 -2.189 -1.528 3.112 1.517 1.538 -0.09
C -0.362 -2.366 -1.349 2.301 -2.404 -0.987 0.21
O 0.461 -3.120 -1.558 -1.765 1.607 0.231 -0.10
C -3.080 1.641 0.165 -2.138 3.496 0.648 0.14
O -3.673 2.600 0.336 1.606 -2.597 -0.524 -0.10
C -0.858 1.305 -3.339 -0.022 -0.082 0.275 -0.45
H -0.876 2.370 -3.039 -0.077 -0.720 -0.193 0.27
H 0.131 0.822 -3.359 -0.479 0.316 -0.192 0.26
C -1.966 0.637 -3.690 -0.063 -0.084 0.434 -0.57
H -1.913 -0.406 -4.061 -0.083 0.762 0.253 0.29
H -2.964 1.108 -3.615 0.675 -0.299 -0.325 0.28
C 2.869 -1.891 2.266 0.131 -0.038 -0.014 -1.03
N 2.257 -0.709 1.645 -0.530 0.267 -0.443 0.04
C 2.943 0.455 1.625 -0.700 0.719 0.189 -0.15
C 2.373 1.595 1.128 0.770 -0.166 -0.067 -0.97
C 1.064 1.508 0.606 -0.731 0.750 -0.509 0.82
N 0.368 0.347 0.594 1.400 0.002 0.607 -0.10
C 0.991 -0.761 1.094 -0.391 -1.126 0.308 0.51
O 0.378 -1.867 1.079 -0.278 1.183 -0.054 -0.85
N 0.426 2.577 0.080 -0.199 -0.374 0.231 -0.29
H 2.220 -2.736 2.105 -0.084 -0.194 -0.002 0.31
H 2.998 -1.715 3.333 -0.012 -0.009 -0.049 0.38
H 3.831 -2.069 1.791 0.006 -0.056 0.052 0.40
H 3.903 0.413 2.124 0.108 0.206 -0.281 0.50
H 2.930 2.528 1.078 -0.180 -0.255 0.139 0.39
H 0.783 3.531 0.073 0.019 -0.619 0.116 0.25
H -0.548 2.433 -0.181 0.610 0.307 -0.030 -0.02
```
Positions in Å, forces in eV/Å.

Its multiplicity is 1. For the HOMO-LUMO gap, the calculation gives 8.1 eV. Its net charge is +2. As for the highest occupied orbital energy: -0.5842 Ha.

# C12H26N4O8Ti

A molecular structure, C12H26N4O8Ti (wB97M-V/def2-TZVPD, the Open Molecules 2025 dataset).

```
51
Properties=species:S:1:pos:R:3:forces:R:3:mulliken_charge:R:1
Ti 0.433 -0.197 -0.198 -2.420 0.414 1.211 -0.47
C 2.478 2.390 0.790 0.043 0.173 -0.287 -0.99
O 1.167 1.747 0.603 0.255 0.638 -0.058 -0.02
C 0.177 2.817 0.789 -0.324 -0.386 0.932 -0.72
C -0.921 2.546 -0.197 -1.808 0.780 -0.677 -0.37
O -1.366 1.169 0.034 2.710 0.020 -0.132 -0.13
C -2.700 0.869 -0.344 -1.048 -0.421 -1.129 -0.50
C -3.638 1.509 0.663 0.516 0.692 0.772 -0.52
O -3.417 0.934 1.957 0.175 -0.095 -0.733 -0.23
C -4.318 1.475 2.924 0.223 0.819 -0.082 -0.84
H 2.565 3.277 0.142 -0.221 -0.500 -0.028 0.41
H 3.253 1.695 0.501 0.106 -0.268 0.292 0.31
H 2.551 2.759 1.819 0.096 -0.504 -0.098 0.37
H 0.694 3.781 0.676 -0.502 -0.317 -0.402 0.54
H -0.177 2.785 1.857 0.165 -0.206 -1.025 0.29
H -0.674 2.672 -1.290 0.185 -0.230 1.138 0.21
H -1.824 3.191 -0.001 1.239 -0.352 -0.113 0.52
H -2.720 -0.261 -0.339 -0.427 1.333 -0.191 0.25
H -2.878 1.309 -1.391 0.059 -0.896 1.383 0.25
H -4.701 1.422 0.398 0.317 -0.035 -0.250 0.56
H -3.366 2.611 0.711 -0.704 -1.048 -0.018 0.30
H -5.218 1.769 2.402 -0.521 0.070 0.065 0.38
H -3.907 2.411 3.394 -0.229 -1.062 -0.160 0.29
H -4.577 0.682 3.622 0.223 0.256 0.248 0.25
C 4.055 -2.155 -1.572 -0.939 -0.111 1.434 -1.66
C 2.782 -1.369 -1.353 1.300 0.782 -1.075 0.47
N 2.114 -1.247 -0.233 0.138 -0.451 0.953 1.22
O 2.654 -2.024 0.744 -0.178 -0.529 1.523 -0.55
C 2.342 -0.456 -2.344 -1.836 0.867 0.405 0.19
C 2.898 -0.352 -3.707 -1.012 1.575 -0.996 -1.39
N 1.325 0.347 -1.872 2.362 0.434 -4.745 1.32
O 0.877 1.242 -2.685 -0.312 -1.247 2.427 -0.68
H 4.315 -2.687 -0.664 -0.150 -0.404 -0.138 0.46
H 4.896 -1.505 -1.733 0.185 0.755 -0.353 0.40
H 3.981 -2.813 -2.419 -0.195 -0.326 -0.350 0.38
H 2.196 -1.846 1.593 0.156 0.093 -0.614 0.38
H 2.733 -1.254 -4.298 -0.139 -0.103 0.114 0.35
H 3.968 -0.227 -3.631 0.399 0.204 -0.151 0.39
H 2.423 0.536 -4.278 0.912 -1.517 1.080 0.34
O 0.455 -3.352 -1.591 -2.028 2.529 0.073 -0.53
C -0.541 -2.604 -1.666 0.938 -4.103 -0.650 -0.06
O -0.720 -1.456 -1.092 1.294 2.360 1.155 -0.05
H -1.474 -2.978 -2.153 0.601 0.357 -0.058 0.38
N -0.403 -3.231 1.374 -0.061 2.480 0.507 -0.28
C -0.710 -1.999 1.842 -0.967 -1.688 1.498 0.88
N -1.779 -1.966 2.710 1.730 1.032 -1.593 -0.47
O 0.005 -0.943 1.641 -0.150 -0.582 -1.064 -0.44
H -0.974 -3.956 1.745 -0.010 -0.939 -0.265 0.22
H 0.244 -3.337 0.615 0.293 -0.516 -0.219 0.15
H -2.461 -2.705 2.664 -0.069 0.019 0.089 0.28
H -2.118 -1.025 2.841 -0.370 0.154 0.357 0.17
```
Positions in Å, forces in eV/Å.

Its multiplicity is 1. For the HOMO-LUMO gap (spin up / spin down), the calculation gives 6.2 / 6.3 eV. Its net charge is +2. As for the highest occupied orbital energy (spin up / spin down): -0.5537 / -0.5552 Ha.

# C3H5O4Sm

A molecular structure, C3H5O4Sm (wB97M-V/def2-TZVPD, the Open Molecules 2025 dataset).

```
13
Properties=species:S:1:pos:R:3:forces:R:3:mulliken_charge:R:1
C 0.590 1.934 0.758 0.269 0.492 -0.046 -0.61
O 0.461 0.535 0.606 -0.631 -0.071 0.224 -0.35
C 1.629 -0.212 0.126 0.427 0.100 -0.222 -0.11
H 0.900 2.391 -0.193 -0.074 -0.074 0.256 0.27
H -0.389 2.330 1.046 0.251 -0.030 -0.044 0.23
H 1.332 2.162 1.537 -0.192 0.027 -0.201 0.28
H 2.475 0.061 0.787 -0.212 -0.139 -0.192 0.25
H 1.828 0.134 -0.906 -0.020 -0.104 0.290 0.24
Sm -0.743 -1.511 1.041 0.170 -0.048 0.265 1.54
O 1.251 -1.509 0.207 0.164 -0.097 -0.076 -0.75
C -3.075 -2.093 -1.701 -1.263 -0.431 -0.235 0.71
O -3.676 -2.314 -2.651 0.613 0.219 0.070 -0.23
O -2.582 -1.907 -0.655 0.498 0.155 -0.090 -0.47
```
Positions in Å, forces in eV/Å.

Its multiplicity is 7. For the HOMO-LUMO gap (spin up / spin down), the calculation gives 7.3 / 9.0 eV. Its net charge is +1. As for the highest occupied orbital energy (spin up / spin down): -0.4216 / -0.4846 Ha. The expectation value of S² is 12.0081.

Computed electronic energy (eV) in order:
-19226.583 -24322.461 -25733.469 -12194.946 -20818.278 -31523.328 -58304.922 -29280.357
Computed maximum force (eV/Å) in order:
3.52 2.87 3.92 5.64 2.61 6.15 5.32 1.35